# 1
C9H30NO12P | ωB97M-V/def2-TZVPD

```
53
Properties=species:S:1:pos:R:3:lowdin_charge:R:1
N 3.690 -0.470 2.157 -0.2529
P 2.905 0.283 1.049 0.7591
O 1.913 1.444 1.721 -0.1310
C 0.948 1.905 0.897 -0.6577
O 0.976 1.698 -0.290 0.0905
O 0.017 2.624 1.528 0.0333
C -0.849 1.832 2.389 -0.1138
C -2.095 1.336 1.637 -0.1130
C -2.031 -0.166 1.466 -0.2312
C -1.730 -0.731 0.225 -0.0283
C -1.601 -2.110 0.081 -0.0646
C -1.783 -2.946 1.178 -0.0963
C -2.088 -2.390 2.419 -0.1006
C -2.220 -1.011 2.563 -0.0425
H 4.692 -0.359 2.062 -0.0198
H 1.995 -0.532 0.376 0.0337
H 3.698 0.957 0.117 0.0148
H -1.079 2.438 3.261 0.1296
H -0.277 0.971 2.744 0.1237
H -2.121 1.796 0.651 0.1172
H -2.981 1.615 2.205 0.1102
H -1.571 -0.075 -0.624 0.1144
H -1.349 -2.534 -0.884 0.0967
H -1.687 -4.017 1.057 0.0888
H -2.217 -3.043 3.276 0.1025
H -2.449 -0.601 3.542 0.1168
O -1.327 -5.127 -1.157 -0.0468
H -2.222 -5.478 -1.085 0.0633
H -0.759 -5.857 -0.890 0.0609
O -1.219 -5.819 -4.107 -0.0703
H -1.157 -5.240 -3.336 -0.0031
H -0.311 -5.944 -4.395 0.0301
O -4.704 2.802 0.592 -0.0538
H -4.433 3.639 0.981 0.0388
H -5.401 3.041 -0.028 0.0398
O 2.208 -3.114 1.025 -0.0908
H 2.919 -2.489 1.227 -0.0241
H 1.648 -3.087 1.806 0.0286
O -4.880 -4.584 2.545 -0.0552
H -4.079 -4.061 2.436 -0.0094
H -5.364 -4.146 3.251 0.0355
O 3.032 3.904 -1.037 -0.0408
H 3.263 4.356 -0.219 0.0797
H 2.446 3.180 -0.775 0.0310
O 2.231 4.341 -3.806 -0.0528
H 2.303 4.367 -2.842 0.0039
H 1.541 3.698 -3.992 0.0500
O 5.207 2.293 -0.947 -0.0854
H 5.660 1.958 -1.728 0.0442
H 4.709 3.061 -1.259 0.0002
O 2.310 5.402 -6.518 -0.0727
H 2.674 4.992 -5.721 -0.0069
H 2.995 6.000 -6.827 0.0267
```

Values from the calculation:
total charge	0
electronic energy	-1659.9241	hartree
2S+1	1
gap between HOMO and LUMO	9.654	eV
molecular weight	375.31	g/mol
SMILES	N=[PH2]OC(=O)OCCc1ccccc1.O.O.O.O.O.O.O.O.O

# 2
C9H30O6 | ωB97M-V/def2-TZVPD

```
45
Properties=species:S:1:pos:R:3:lowdin_charge:R:1
C -22.174 17.774 8.141 -0.1949
O -21.083 18.544 8.443 -0.2834
H -22.811 17.574 9.003 0.0533
H -22.747 18.153 7.295 0.0240
H -21.766 16.786 7.928 0.1155
H -20.937 18.470 9.389 -0.2242
C -21.889 16.820 5.236 -0.1103
O -20.837 17.301 4.366 -0.1484
H -21.959 15.742 5.092 0.1036
H -21.634 17.147 6.244 0.0232
H -22.845 17.284 4.994 0.0362
H -19.963 16.972 4.591 0.0923
C -19.966 19.081 10.233 -0.0772
O -20.974 18.120 10.403 0.0008
H -18.989 18.597 10.208 0.1268
H -20.244 19.633 9.335 0.0945
H -19.975 19.806 11.047 0.1153
H -20.983 17.886 11.334 0.1562
C -24.916 17.381 5.076 -0.0705
C -24.518 18.278 6.199 -0.3475
O -24.913 19.587 5.776 -0.0521
H -24.810 16.336 5.370 0.0888
H -24.238 17.580 4.245 0.0773
H -25.950 17.515 4.760 0.0924
H -23.430 18.309 6.261 0.0502
H -24.935 18.046 7.179 0.0356
H -24.315 20.168 6.252 0.0792
C -20.374 18.977 6.133 -0.0489
C -19.374 19.086 7.273 -0.3485
O -18.103 18.911 6.780 -0.0518
H -20.285 18.029 5.603 0.0190
H -20.328 19.847 5.477 0.1030
H -21.403 18.941 6.490 0.0571
H -19.530 18.363 8.074 0.1009
H -19.490 20.074 7.719 0.1159
H -17.908 19.596 6.136 0.0836
C -24.377 18.779 9.219 -0.0719
C -25.710 18.028 8.879 -0.2699
O -25.520 16.857 8.134 -0.0890
H -24.606 19.775 9.597 0.0929
H -23.848 18.954 8.283 0.0403
H -23.675 18.262 9.874 0.0637
H -26.363 18.703 8.326 0.1264
H -26.261 17.764 9.782 0.1129
H -24.936 16.302 8.655 0.1073
```

Values from the calculation:
total charge	0
electronic energy	-811.8435	hartree
2S+1	1
gap between HOMO and LUMO	8.749	eV
molecular weight	234.33	g/mol
relative energy (zero: lowest compared OMol25 entry of this formula, charge and spin)	13.556	eV

# 3
C9H30O8 | ωB97M-V/def2-TZVPD

```
47
Properties=species:S:1:pos:R:3:lowdin_charge:R:1
O 4.111 3.124 -2.507 -0.0702
C 3.387 2.234 -1.633 -0.2322
C 1.923 2.485 -1.853 -0.2408
O 1.601 3.846 -1.558 -0.0645
H 4.909 2.683 -2.809 0.0773
H 3.648 1.197 -1.848 0.1019
H 3.655 2.454 -0.592 0.1256
H 1.329 1.847 -1.194 0.0933
H 1.673 2.254 -2.895 0.1291
H 1.433 4.295 -2.389 0.0908
O -2.671 2.128 -0.041 -0.0609
C -1.683 2.996 -0.554 -0.2608
C -0.904 3.676 0.530 -0.2596
O -1.796 4.463 1.313 -0.0590
H -2.381 1.228 -0.227 0.0302
H -0.987 2.437 -1.188 0.1051
H -2.176 3.759 -1.166 0.1250
H -0.135 4.293 0.061 0.1017
H -0.420 2.928 1.175 0.1139
H -1.276 5.132 1.767 0.0783
C 0.067 -3.916 1.094 -0.0924
C -1.076 -4.024 2.082 -0.3259
O -0.635 -4.817 3.182 -0.0793
H 0.892 -3.323 1.493 0.0682
H -0.302 -3.463 0.175 0.0723
H 0.493 -4.903 0.898 0.0804
H -1.935 -4.494 1.598 0.1117
H -1.325 -3.021 2.448 0.0980
H -1.401 -5.088 3.694 0.0788
C -0.265 -0.322 0.051 -0.1348
O -1.503 -0.404 -0.626 -0.1294
H -0.127 0.671 0.492 0.0703
H -0.200 -1.054 0.862 0.0734
H 0.549 -0.527 -0.647 0.0594
H -2.126 -0.898 -0.073 0.0335
C -4.502 -1.769 0.313 -0.1182
O -3.388 -1.508 1.166 -0.1410
H -4.277 -1.308 -0.648 0.0852
H -4.674 -2.837 0.190 0.0804
H -5.406 -1.276 0.681 0.0860
H -3.559 -1.802 2.063 0.0875
C 3.246 -1.639 -0.346 -0.1669
O 4.421 -0.874 -0.536 -0.1233
H 2.840 -1.369 0.624 0.0766
H 2.496 -1.427 -1.122 0.0659
H 3.448 -2.712 -0.377 0.0818
H 5.009 -1.354 -1.125 0.0777
```

Values from the calculation:
total charge	0
electronic energy	-962.7113	hartree
2S+1	1
gap between HOMO and LUMO	9.773	eV
molecular weight	266.33	g/mol
relative energy (zero: lowest compared OMol25 entry of this formula, charge and spin)	0.337	eV
SMILES	OCCO.OCCO.CCO.CO.CO.CO

# 4
C9H31ClN7O11 | ωB97M-V/def2-TZVPD

```
59
Properties=species:S:1:pos:R:3:lowdin_charge:R:1
Cl -0.080 -1.016 1.256 0.6771
O -0.744 -1.785 2.282 -0.3418
O 1.280 -1.391 1.019 -0.3131
O -0.895 -1.015 0.065 -0.3576
O -0.077 0.360 1.808 -0.3954
C 4.795 0.191 -2.500 -0.0849
O 3.594 0.081 -3.278 -0.2060
C 2.478 -0.290 -2.507 -0.2171
C 1.520 0.871 -2.219 -0.2035
N 2.255 2.146 -2.184 -0.0751
C 1.459 3.376 -2.082 -0.1804
C 0.456 3.282 -0.945 -0.2023
O 0.312 4.619 -0.444 -0.1933
C -0.481 4.689 0.698 -0.1397
H 5.499 0.856 -2.991 0.0818
H 5.198 -0.827 -2.470 0.0872
H 4.575 0.519 -1.486 0.0717
H 2.723 -0.785 -1.563 0.1151
H 1.912 -1.034 -3.076 0.1246
H 0.992 0.652 -1.283 0.0888
H 0.667 0.991 -2.914 0.1185
H 2.668 2.110 -3.111 0.1036
H 0.926 3.515 -3.036 0.1141
H 2.142 4.211 -1.954 0.1187
H 0.796 2.667 -0.107 0.1049
H -0.525 2.955 -1.305 0.1225
H -0.152 3.955 1.460 0.0868
H -1.552 4.559 0.537 0.0809
H -0.223 5.597 1.253 0.0840
C -1.546 -4.735 -0.884 -0.6607
O -0.437 -5.036 -1.288 0.0158
N -1.820 -4.018 0.267 0.1669
N -2.678 -5.074 -1.604 0.1345
H -2.784 -3.699 0.214 0.0403
H -1.095 -3.350 0.476 0.0521
H -3.620 -4.938 -1.285 0.0782
H -2.518 -5.645 -2.412 0.0858
C 2.999 2.103 1.969 -0.6833
O 3.636 3.154 1.970 -0.0086
N 2.340 1.622 3.062 0.1549
N 2.911 1.295 0.863 0.1684
H 2.399 2.233 3.855 0.0948
H 1.600 0.943 2.958 0.0600
H 3.079 1.763 -0.016 0.0688
H 2.239 0.548 0.927 0.0389
C -4.869 -2.076 1.069 -0.6444
O -4.636 -3.240 0.739 -0.0023
N -4.062 -1.029 0.790 0.1847
N -6.001 -1.780 1.802 0.1397
H -4.347 -0.102 1.047 0.0873
H -3.148 -1.200 0.401 0.0741
H -6.349 -0.840 1.780 0.0866
H -6.563 -2.547 2.112 0.0943
O -2.548 1.716 0.650 -0.0692
H -2.156 1.511 1.508 0.0265
H -2.214 1.014 0.079 0.0075
O 0.292 -4.561 3.157 -0.0687
H 0.379 -4.370 4.094 0.0227
H 0.002 -3.722 2.773 -0.0155
```

Values from the calculation:
total charge	-1
electronic energy	-2032.5702	hartree
2S+1	1
gap between HOMO and LUMO	9.118	eV
molecular weight	448.84	g/mol

E_HOMO, record by record: -9.458, -8.653, -9.403, -6.633 eV